Entry 1:
The following is a DFT calculation (the ωB97M-V functional and the def2-TZVPD basis) of 4 unconnected molecules or ions with the total composition C22H54N2O8P in a non-equilibrium geometry.

Its total charge is +1. The value obtained for the LUMO energy is -2.67 eV. The HOMO-LUMO gap is 8.476 eV. The value obtained for the HOMO energy is -11.143 eV. The max |F| is 2.8 eV/A.

Bonds (Å) are listed after each position.
CARTESIAN COORDINATES (ANGSTROEM)
1 C -5.201 -0.872 -3.259  C2 1.520, H19 1.082, H20 1.081, H21 1.081
2 C -4.117 -0.986 -4.318  C1 1.520, C3 1.531, H22 1.083, H23 1.082
3 C -2.732 -1.033 -3.669  C2 1.531, C4 1.529, H24 1.087, H25 1.084
4 C -1.599 -0.649 -4.621  C3 1.529, O5 1.448, H26 1.081, H27 1.082
5 O -0.750 -1.777 -4.942  C4 1.448, N6 1.419
6 N 0.494 -1.816 -4.261  O5 1.419, C7 1.480, C11 1.502, P16 1.916
7 C 0.384 -1.573 -2.805  N6 1.480, C8 1.530, H28 1.083, H29 1.078
8 C 1.615 -1.936 -1.974  C7 1.530, C9 1.530, H30 1.084, H31 1.082
9 C 1.352 -3.145 -1.073  C8 1.530, O10 1.390, H32 1.090, H33 1.083
10 O 2.495 -3.576 -0.410  C9 1.390, H34 0.955
11 C 1.514 -0.977 -4.977  N6 1.502, C12 1.515, H35 1.083, H36 1.080
12 C 1.948 0.311 -4.308  C11 1.515, C13 1.531, H37 1.083, H38 1.082
13 C 1.068 1.494 -4.722  C12 1.531, N14 1.416, O15 1.238
14 N 0.455 2.232 -3.680  C13 1.416, H39 1.013, H40 1.011
15 O 0.886 1.748 -5.919  C13 1.238
16 P 1.051 -3.637 -4.480  N6 1.916, O17 1.604, O18 1.577
17 O 1.043 -3.714 -6.081  P16 1.604, H41 0.963
18 O -0.351 -4.297 -4.188  P16 1.577, H42 0.969
19 H -6.162 -0.733 -3.737  C1 1.082
20 H -5.263 -1.773 -2.667  C1 1.081
21 H -5.010 -0.012 -2.632  C1 1.081
22 H -4.154 -0.148 -5.005  C2 1.083
23 H -4.262 -1.909 -4.864  C2 1.082
24 H -2.536 -2.068 -3.399  C3 1.087
25 H -2.690 -0.473 -2.741  C3 1.084
26 H -2.041 -0.367 -5.565  C4 1.081
27 H -1.044 0.217 -4.286  C4 1.082
28 H -0.465 -2.143 -2.447  C7 1.083
29 H 0.136 -0.542 -2.608  C7 1.078
30 H 1.794 -1.110 -1.295  C8 1.084
31 H 2.531 -2.050 -2.539  C8 1.082
32 H 0.882 -3.946 -1.644  C9 1.090
33 H 0.590 -2.820 -0.374  C9 1.083
34 H 2.981 -4.159 -0.990  O10 0.955
35 H 2.390 -1.578 -5.185  C11 1.083
36 H 1.089 -0.744 -5.943  C11 1.080
37 H 2.928 0.548 -4.703  C12 1.083
38 H 2.069 0.277 -3.234  C12 1.082
39 H 0.816 3.179 -3.661  N14 1.013
40 H 0.656 1.809 -2.784  N14 1.011
41 H 1.963 -3.721 -6.365  O17 0.963
42 H -0.942 -4.267 -4.955  O18 0.969
43 C -1.936 -0.151 1.207  C44 1.520, H48 1.091, H49 1.091, H50 1.089
44 C -0.422 -0.275 1.164  C43 1.520, O45 1.408, H51 1.096, H52 1.097
45 O 0.267 0.903 1.508  C44 1.408, C46 1.424
46 C 0.043 1.414 2.818  O45 1.424, C47 1.516, H53 1.094, H54 1.089
47 C 0.417 0.452 3.929  C46 1.516, H55 1.091, H56 1.089, H57 1.091
48 H -2.272 0.658 0.556  C43 1.091
49 H -2.402 -1.082 0.879  C43 1.091
50 H -2.297 0.064 2.212  C43 1.089
51 H -0.107 -0.499 0.138  C44 1.096
52 H -0.082 -1.114 1.782  C44 1.097
53 H -0.996 1.743 2.924  C46 1.094
54 H 0.662 2.308 2.887  C46 1.089
55 H -0.185 -0.457 3.905  C47 1.091
56 H 0.260 0.924 4.898  C47 1.089
57 H 1.465 0.159 3.846  C47 1.091
58 C 5.316 4.309 0.596  C59 1.519, H63 1.090, H64 1.090, H65 1.091
59 C 5.683 3.042 -0.158  C58 1.519, O60 1.415, H66 1.089, H67 1.097
60 O 5.568 1.858 0.607  C59 1.415, C61 1.414
61 C 4.281 1.565 1.116  O60 1.414, C62 1.519, H68 1.096, H69 1.090
62 C 3.215 1.385 0.050  C61 1.519, H70 1.093, H71 1.091, H72 1.095
63 H 5.930 4.409 1.491  C58 1.090
64 H 5.475 5.182 -0.036  C58 1.090
65 H 4.271 4.311 0.911  C58 1.091
66 H 6.730 3.091 -0.457  C59 1.089
67 H 5.097 2.961 -1.082  C59 1.097
68 H 3.973 2.327 1.840  C61 1.096
69 H 4.395 0.635 1.671  C61 1.090
70 H 3.058 2.296 -0.532  C62 1.093
71 H 2.263 1.116 0.512  C62 1.091
72 H 3.510 0.593 -0.646  C62 1.095
73 C -2.755 1.701 8.952  C74 1.519, H78 1.090, H79 1.090, H80 1.091
74 C -2.777 1.827 7.439  C73 1.519, O75 1.417, H81 1.090, H82 1.096
75 O -2.147 0.755 6.760  C74 1.417, C76 1.416
76 C -2.691 -0.533 6.984  O75 1.416, C77 1.519, H83 1.095, H84 1.090
77 C -4.148 -0.671 6.576  C76 1.519, H85 1.090, H86 1.090, H87 1.091
78 H -1.729 1.614 9.312  C73 1.090
79 H -3.211 2.580 9.408  C73 1.090
80 H -3.303 0.825 9.299  C73 1.091
81 H -2.226 2.720 7.143  C74 1.090
82 H -3.803 1.959 7.078  C74 1.096
83 H -2.555 -0.828 8.030  C76 1.095
84 H -2.082 -1.212 6.386  C76 1.090
85 H -4.800 -0.017 7.155  C77 1.090
86 H -4.484 -1.696 6.731  C77 1.090
87 H -4.275 -0.417 5.522  C77 1.091

Entry 2:
The following is a DFT calculation (the ωB97M-V functional and the def2-TZVPD basis) of 5 unconnected molecules or ions with the total composition C22H54NO4S2 in a non-equilibrium geometry.

Its total charge is +1. The value obtained for the LUMO energy is -2.82 eV. The HOMO-LUMO gap is 8.171 eV. The value obtained for the HOMO energy is -10.991 eV. The max |F| is 3.0 eV/A.

Bonds (Å) are listed after each position.
CARTESIAN COORDINATES (ANGSTROEM)
1 C 8.563 -0.084 -0.786  C2 1.639, H14 1.170, H15 1.193, H16 1.191
2 C 8.219 0.973 -1.990  C1 1.639, S3 1.910, H17 1.192, H18 1.175
3 S 6.612 1.961 -1.691  C2 1.910, C4 1.873
4 C 5.345 0.629 -1.327  S3 1.873, C5 1.639, H19 1.193, H20 1.190
5 C 3.786 1.135 -1.317  C4 1.639, S6 1.901, C7 1.640, C13 1.639
6 S 3.821 2.967 -1.825  C5 1.901, H21 1.406
7 C 3.020 1.005 0.127  C5 1.640, C8 1.647, H22 1.173, H23 1.194
8 C 2.629 -0.537 0.556  C7 1.647, N9 1.537, H24 1.194, H25 1.170
9 N 2.771 -1.545 -0.595  C8 1.537, C10 1.517, C12 1.512, H26 1.065
10 C 2.299 -2.922 -0.167  N9 1.517, C11 1.639, H27 1.194, H28 1.176
11 C 0.703 -3.212 -0.409  C10 1.639, H29 1.189, H30 1.193, H31 1.192
12 C 2.200 -1.056 -1.907  N9 1.512, C13 1.663, H32 1.194, H33 1.172
13 C 2.866 0.372 -2.439  C5 1.639, C12 1.663, H34 1.194, H35 1.186
14 H 7.636 -0.501 -0.207  C1 1.170
15 H 9.153 -1.041 -1.186  C1 1.193
16 H 9.284 0.396 0.031  C1 1.191
17 H 7.991 0.315 -2.958  C2 1.192
18 H 9.122 1.670 -2.271  C2 1.175
19 H 5.496 -0.229 -2.142  C4 1.193
20 H 5.548 0.128 -0.267  C4 1.190
21 H 4.016 3.790 -0.701  S6 1.406
22 H 2.041 1.649 0.101  C7 1.173
23 H 3.738 1.523 0.928  C7 1.194
24 H 3.457 -0.869 1.349  C8 1.194
25 H 1.589 -0.581 1.091  C8 1.170
26 H 3.821 -1.633 -0.744  N9 1.065
27 H 2.470 -2.983 1.013  C10 1.194
28 H 2.956 -3.781 -0.630  C10 1.176
29 H 0.359 -3.123 -1.543  C11 1.189
30 H 0.524 -4.357 -0.124  C11 1.193
31 H -0.009 -2.593 0.319  C11 1.192
32 H 2.519 -1.863 -2.727  C12 1.194
33 H 1.040 -0.887 -1.914  C12 1.172
34 H 1.964 1.114 -2.687  C13 1.194
35 H 3.443 0.215 -3.464  C13 1.186
36 C 3.088 6.921 0.260  C37 1.520, H40 1.096, H41 1.095, H42 1.094
37 C 4.412 7.060 0.994  C36 1.520, C38 1.520, O39 1.425, H43 1.095
38 C 5.056 8.410 0.725  C37 1.520, H44 1.096, H45 1.095, H46 1.094
39 O 5.295 6.023 0.576  C37 1.425, H47 0.972
40 H 3.232 6.995 -0.824  C36 1.096
41 H 2.642 5.940 0.453  C36 1.095
42 H 2.380 7.696 0.571  C36 1.094
43 H 4.250 6.938 2.071  C37 1.095
44 H 5.270 8.537 -0.343  C38 1.096
45 H 6.014 8.492 1.250  C38 1.095
46 H 4.408 9.230 1.050  C38 1.094
47 H 5.445 6.124 -0.379  O39 0.972
48 C -3.643 -3.862 -1.784  C49 1.520, H52 1.096, H53 1.095, H54 1.094
49 C -2.955 -4.460 -0.568  C48 1.520, C50 1.520, O51 1.425, H55 1.095
50 C -3.743 -5.634 -0.008  C49 1.520, H56 1.096, H57 1.095, H58 1.094
51 O -2.820 -3.460 0.438  C49 1.425, H59 0.972
52 H -4.638 -3.483 -1.526  C48 1.096
53 H -3.071 -3.010 -2.169  C48 1.095
54 H -3.748 -4.602 -2.583  C48 1.094
55 H -1.947 -4.790 -0.840  C49 1.095
56 H -4.742 -5.318 0.314  C50 1.096
57 H -3.243 -6.047 0.874  C50 1.095
58 H -3.851 -6.428 -0.753  C50 1.094
59 H -3.711 -3.161 0.686  O51 0.972
60 C -5.490 0.700 0.259  C61 1.520, H64 1.096, H65 1.095, H66 1.094
61 C -4.512 -0.032 -0.645  C60 1.520, C62 1.520, O63 1.425, H67 1.095
62 C -3.113 -0.051 -0.049  C61 1.520, H68 1.096, H69 1.095, H70 1.094
63 O -4.474 0.610 -1.917  C61 1.425, H71 0.972
64 H -5.189 1.744 0.399  C60 1.096
65 H -6.490 0.716 -0.189  C60 1.095
66 H -5.554 0.220 1.241  C60 1.094
67 H -4.857 -1.059 -0.807  C61 1.095
68 H -2.728 0.967 0.080  C62 1.096
69 H -2.417 -0.570 -0.716  C62 1.095
70 H -3.106 -0.553 0.924  C62 1.094
71 H -4.168 1.523 -1.783  O63 0.972
72 C -7.662 -0.959 3.642  C73 1.520, H76 1.096, H77 1.095, H78 1.094
73 C -7.891 -2.065 2.623  C72 1.520, C74 1.520, O75 1.425, H79 1.095
74 C -9.288 -2.652 2.748  C73 1.520, H80 1.096, H81 1.095, H82 1.094
75 O -6.927 -3.095 2.820  C73 1.425, H83 0.972
76 H -7.757 -1.343 4.664  C72 1.096
77 H -6.649 -0.555 3.549  C72 1.095
78 H -8.379 -0.143 3.507  C72 1.094
79 H -7.747 -1.669 1.612  C73 1.095
80 H -9.441 -3.095 3.738  C74 1.096
81 H -9.435 -3.454 2.017  C74 1.095
82 H -10.054 -1.886 2.586  C74 1.094
83 H -7.048 -3.453 3.715  O75 0.972